ORCA calculation (ωB97M-V with the def2-TZVPD basis set) on 5 unconnected molecules or ions with the total composition C35H76BI2N4O7.

XYZ file:
```
125
Properties=species:S:1:pos:R:3:forces:R:3:lowdin_charge:R:1
O -3.4083 -2.2049 1.3839 -1.3 3.3 -1.4 0.023
C -8.8742 -3.2161 -1.4946 -0.1 0.0 0.0 -0.284
H -0.1385 0.0249 -1.6274 0.8 1.2 1.1 0.125
C 7.1617 11.7232 0.8853 -0.1 0.1 -0.1 -0.076
H 3.8115 6.5775 -0.8488 1.4 0.0 0.6 0.071
I 5.0527 2.0551 -4.0809 -0.2 -0.6 0.4 0.966
H 9.0952 -5.5114 0.4861 0.0 0.0 0.1 0.105
H 7.4858 -1.6028 -2.8240 -0.8 1.2 -0.3 0.069
H 7.8562 11.8665 1.7166 -0.1 0.0 -0.1 0.081
C -10.3159 -4.6435 0.6877 0.1 -0.1 -0.1 -0.071
C -3.8947 -1.1770 0.8527 0.0 -2.0 1.0 -0.436
H -13.0066 -8.6967 3.8144 0.0 0.2 0.0 0.119
H 0.1906 0.5051 0.0997 0.5 0.6 -1.2 0.113
H 7.0788 1.1861 -2.0476 -1.3 -1.3 0.2 0.084
H 3.0422 -1.4625 -1.6233 0.0 0.7 1.4 0.141
H 4.6015 5.2250 1.1851 1.2 0.3 -0.7 0.112
H -6.0375 -0.4583 0.4689 1.2 -1.1 -0.5 0.097
H 1.7225 3.2334 -1.8286 -0.9 -0.8 -0.5 0.120
N -3.2425 0.1263 0.9463 -0.6 -1.4 -1.0 -0.005
H 7.1980 -7.6529 1.6112 0.1 0.0 0.0 0.084
H -14.2773 -9.7662 1.9835 0.0 0.1 0.0 0.078
H -5.1395 -1.0397 -1.0243 -0.3 -0.4 1.4 0.074
C -13.9764 -8.7190 1.9081 0.0 0.1 -0.1 -0.082
H 6.0459 -5.3702 -1.5814 0.1 -0.2 0.0 0.120
O 6.4548 3.2824 -0.8006 -2.7 0.9 0.7 0.110
H -13.0488 -8.6617 1.3323 0.0 0.0 0.1 0.081
C 0.2982 0.8626 -0.9720 -0.7 0.5 -0.9 -0.133
H 7.7526 -3.7839 0.4070 -0.1 0.0 0.0 0.074
H -10.0258 -1.6060 -2.3570 0.0 -0.1 0.0 0.082
H -3.6874 0.7041 -1.0584 1.3 0.2 0.6 0.120
H 9.1797 -7.2328 0.1761 -0.2 0.1 -0.2 0.121
N 4.1684 1.3075 -1.1781 -0.6 2.2 -0.4 -0.015
H 6.7081 9.6991 1.4021 -0.1 -0.1 -0.2 0.115
H 8.5763 10.5168 -1.7359 0.0 0.1 -0.1 0.068
H -2.4597 0.0687 1.6099 -0.4 -0.3 -0.5 0.109
C 7.7409 10.2170 -2.3713 0.1 -0.1 0.1 -0.078
C 7.7667 -6.7234 1.6987 -0.2 0.0 0.0 -0.078
H 7.8459 -3.6764 -1.3483 -0.1 -0.1 0.0 0.078
C 3.9101 -1.7803 0.3901 2.8 0.8 0.5 -0.742
C 8.4862 -6.4173 0.3964 0.0 0.0 0.1 -0.275
H 7.0629 -5.9346 1.9728 0.1 0.0 0.1 0.062
C 3.5321 2.6074 -1.5147 -2.0 -1.8 -1.9 -0.283
H 4.3075 0.4945 4.0984 -0.9 -0.3 -1.4 0.088
H 2.5749 0.2435 3.5095 1.4 0.1 -0.5 0.081
C -14.1953 -5.8416 2.6307 -0.1 0.0 0.0 -0.290
N 3.9704 3.8446 -1.3021 0.4 -2.1 -0.5 0.249
I 3.1457 -3.6760 1.2162 0.1 0.9 -0.5 0.826
O 6.1370 9.9815 -0.5198 -0.2 -0.2 0.0 -0.187
H 5.6046 10.2880 -2.4497 0.0 -0.1 0.2 0.117
H -9.4486 -5.1086 1.1662 -0.1 0.1 0.0 0.086
H -2.1627 -0.2909 -0.8405 -0.4 1.3 0.1 0.116
H 5.9110 -5.5338 0.1566 0.0 0.1 0.1 0.079
C -10.1180 -3.1416 0.5746 -0.1 -0.1 0.0 -0.276
H 1.9212 0.4912 1.3760 1.0 1.3 -0.8 0.120
C 5.3730 5.3940 0.3618 -0.8 -0.4 -1.1 -0.133
O -8.9486 -2.7745 -0.1460 0.2 0.2 0.0 -0.174
H 4.9622 0.9892 1.4485 -1.4 0.0 0.4 0.099
C -2.7599 0.5805 -0.4176 -0.1 -0.2 0.9 -0.192
H 7.8020 9.1329 -2.5014 0.0 0.1 0.0 0.076
C -13.7788 -8.1255 3.2924 0.0 0.0 -0.1 -0.279
C 7.1769 -3.9045 -0.5121 0.2 0.1 0.0 -0.076
C 7.0612 10.2505 0.5269 0.1 0.2 0.0 -0.283
H 8.0444 9.8381 0.2791 0.1 0.1 0.0 0.106
H 1.8609 -1.2709 -0.2530 1.6 0.5 -0.5 0.119
H -16.1125 -6.6987 3.2035 0.0 0.0 -0.1 0.066
C -10.0057 -2.6990 -2.3661 -0.1 0.1 0.0 -0.081
H -5.7809 -2.2820 0.2207 0.9 1.5 -0.2 0.091
C 6.3929 0.2644 -2.0078 0.3 0.4 -0.8 -0.274
H 7.5172 12.3237 0.0465 0.1 0.0 0.1 0.068
H 4.3738 -0.2397 -2.7696 0.1 1.3 0.7 0.083
H -10.4387 -5.1136 -0.2896 -0.1 0.0 0.0 0.067
H -7.9251 -2.8447 -1.8915 0.0 0.0 0.2 0.111
H -1.0598 2.2530 -2.2185 0.7 -0.3 1.2 0.126
H 6.1812 12.1143 1.1736 0.1 -0.1 0.0 0.085
H 5.5349 6.8965 -1.3802 -0.7 -0.2 1.3 0.090
H -14.6890 -8.2175 3.8942 -0.1 0.0 -0.1 0.106
H -10.9986 -2.6608 0.1370 0.0 -0.1 0.0 0.106
C 3.0344 0.5857 -0.5429 -2.9 1.0 0.3 -0.340
H -11.2067 -4.8672 1.2802 0.1 0.0 0.0 0.070
C -15.5752 -5.7505 3.2597 -0.1 -0.1 0.1 -0.080
H 7.8726 10.6940 -3.3448 0.0 0.0 0.1 0.081
C 4.8899 6.6846 -0.4689 -0.2 0.5 0.4 -0.113
H 6.0371 -1.0731 -3.8470 1.0 0.4 1.0 0.070
H 3.9125 -0.8801 2.9658 -0.3 1.4 0.1 0.045
H 4.8748 7.6118 0.2090 0.2 -1.3 -1.2 0.088
H 4.0307 2.2371 2.3992 -0.1 -1.4 -0.8 0.107
C 2.9292 -0.9979 -0.5817 0.0 -0.5 0.6 -0.104
H 6.9549 3.3397 0.0428 -0.1 0.1 -0.9 0.126
H 6.3681 -3.1705 -0.4976 0.1 -0.1 0.0 0.041
O 7.6158 -6.3138 -0.7226 0.0 -0.1 -0.2 -0.156
H 3.3477 4.6109 -1.6162 0.7 -0.6 0.4 0.168
H 6.4309 5.5093 0.7671 -1.5 0.0 -0.4 0.114
C -1.9234 1.9192 -0.1745 -0.9 0.7 -0.8 -0.184
H -16.1776 -4.9946 2.7496 0.1 0.0 0.0 0.078
H -13.7084 -4.8664 2.7096 0.1 -0.2 0.1 0.113
H 8.4858 -6.8287 2.5140 0.0 0.0 -0.1 0.079
C 2.7087 1.1933 0.9177 1.1 -1.2 0.5 -0.106
H -10.9807 -3.0462 -2.0191 0.0 -0.1 -0.1 0.066
C 6.8935 -0.7047 -3.1887 0.4 0.4 -0.3 -0.137
H 7.5767 -0.0863 -3.8759 -1.0 -1.1 1.0 0.076
H 1.8908 0.3443 -2.3471 -0.3 1.1 1.0 0.147
C 4.8629 0.6900 -2.3430 2.3 -0.9 0.0 -0.584
H 2.2967 2.2519 0.8875 0.3 -1.3 -0.4 0.129
C -5.3051 -1.2527 0.0839 0.4 0.4 0.1 -0.017
H -2.6344 2.8070 -0.3524 1.0 -1.3 0.4 0.124
C 6.6157 -5.3095 -0.6507 0.1 0.0 0.0 -0.284
C 3.6673 0.2066 3.1882 0.5 0.0 0.1 -0.106
H -10.0075 -2.7251 1.5785 0.2 0.1 -0.1 0.119
B 5.2995 4.0987 -0.6426 2.4 0.7 1.7 -0.454
H -14.2641 -6.0656 1.5612 -0.1 0.0 0.0 0.104
N 2.1971 2.3683 -2.1263 3.5 1.7 4.1 0.135
H 6.5113 -0.1630 -0.9629 -0.6 0.3 -1.3 0.102
C 6.4007 10.6047 -1.7704 0.1 0.1 0.0 -0.276
H -15.4960 -5.4831 4.3179 0.0 0.0 -0.1 0.084
C 3.9533 1.1878 1.9284 -0.4 0.5 1.5 -0.217
H -0.1824 3.1133 -0.8489 -0.6 -1.4 -0.4 0.107
H -8.8164 -4.3090 -1.5313 -0.1 0.0 0.0 0.107
H -9.8767 -3.0380 -3.3964 0.0 0.0 0.1 0.078
H -1.6356 1.9805 0.9278 -0.1 -0.2 -1.5 0.116
O 5.0578 -1.4574 0.7061 -4.0 -0.6 -1.4 -0.052
O -13.3385 -6.7744 3.2735 0.2 0.1 0.1 -0.166
H -14.7453 -8.1897 1.3418 0.0 -0.1 0.1 0.065
C -0.6776 2.1205 -1.1560 -0.3 -0.1 1.0 -0.191
H 6.3107 11.6917 -1.6768 0.1 0.0 0.0 0.108
C 1.8014 1.0889 -1.4693 -0.5 -3.4 -1.9 -0.239
```
Forces are in eV/Å.

## Properties
charge: +1
total energy: -2744.747217 a.u.
gap between HOMO and LUMO: 6.6611 eV
HOMO level: -10.52 eV